The following is a DFT calculation (ωB97M-V with the def2-TZVPD basis set) of 3 unconnected molecules or ions with the total composition C16H25N2O5P at a distorted geometry.

```
49
Properties=species:S:1:pos:R:3
C 2.286 0.516 -0.261
C 2.523 0.018 -1.678
O 1.423 -0.775 -2.181
P 0.196 -0.045 -2.875
O 0.005 -0.409 -4.282
O 0.479 1.514 -2.681
O -1.040 -0.470 -1.973
C -2.001 0.554 -1.592
C -1.533 1.325 -0.366
C -1.872 2.822 -0.382
O -1.941 3.355 -1.690
C -1.096 4.464 -1.918
H 1.793 -0.282 0.295
H 1.698 1.429 -0.234
H 3.253 0.663 0.218
H 2.785 0.827 -2.354
H 3.375 -0.659 -1.657
H -0.106 1.987 -3.282
H -2.181 1.203 -2.446
H -2.920 0.005 -1.406
H -2.039 0.902 0.503
H -0.476 1.141 -0.195
H -1.093 3.341 0.182
H -2.797 2.979 0.174
H -0.115 4.333 -1.458
H -1.569 5.387 -1.575
H -0.953 4.553 -2.995
N 2.826 -4.571 -1.238
C 2.534 -5.832 -0.927
C 1.242 -6.296 -0.727
C 0.193 -5.399 -0.856
C 0.480 -4.083 -1.179
C 1.806 -3.721 -1.361
H 3.381 -6.502 -0.833
H 1.065 -7.333 -0.478
H -0.830 -5.721 -0.709
H -0.306 -3.347 -1.293
H 2.052 -2.697 -1.620
N -1.624 2.114 3.247
C -0.359 1.696 3.208
C 0.263 1.025 4.249
C -0.464 0.776 5.401
C -1.778 1.208 5.463
C -2.306 1.868 4.364
H 0.176 1.916 2.290
H 1.293 0.709 4.157
H -0.013 0.256 6.236
H -2.383 1.039 6.342
H -3.333 2.217 4.372
```

Calculated values
SMILES: CCO[P@](=O)(O)OCCCOC.c1ccncc1.c1ccncc1
energy above the lowest of the compared OMol25 structures with the same formula, charge and spin: 27.6 kcal per mole
F_max: 1.7 eV Å⁻¹
E_HOMO: -9.4 eV
HOMO-LUMO gap: 9.994 eV